Here is a 2-piece molecular cluster, C3H6O3S overall from the Open Molecules 2025 dataset. Energies are from wB97M-V/def2-TZVPD.

Results
**LUMO**: 6.2 eV
**Relative energy (zero: lowest compared OMol25 entry of this formula, charge and spin)**: 8.9 kcal per mole
**Kohn-Sham gap**: 5.7 eV
**Charge**: -2
**HOMO**: 0.562 eV

Last column: Mulliken charge in e.
Geometry (Å):
1 O -0.1540 -1.0439 -1.6100  -0.8278
2 C -1.0762 -0.8738 -0.7466  0.5287
3 O -1.9210 -1.7208 -0.4101  -0.7363
4 C -1.0568 0.5835 -0.0564  -0.3353
5 C 0.0669 0.7237 0.9230  -0.4571
6 S 0.6099 2.4580 1.3558  -0.8307
7 H -2.0570 0.7753 0.3311  0.2401
8 H -0.9008 1.2653 -0.8973  0.2332
9 H -0.1438 0.2326 1.8805  0.2490
10 H 0.9122 0.1610 0.5131  -0.0296
11 H 2.2595 -1.3027 -0.8498  0.3031
12 H 1.0599 -2.1969 -0.9870  0.3882
13 O 2.0239 -2.2538 -0.7585  -0.7255

=====

Here is a 5-piece molecular cluster, C38H44F8N2O5PS2 overall from the Open Molecules 2025 dataset. Energies are from wB97M-V/def2-TZVPD.

Results
**LUMO**: -6.8 eV
**Kohn-Sham gap**: 3.8 eV
**Charge**: +1
**HOMO**: -10.638 eV

Last column: Mulliken charge in e.
Geometry (Å):
1 C 2.7074 5.5693 1.3569  -0.8182
2 C 1.3510 5.9184 2.2324  -0.2697
3 C 0.1097 6.0581 1.1714  -0.4382
4 O -1.0149 5.1375 1.3978  -0.3768
5 C -0.5811 3.7362 1.5087  -0.5038
6 C -1.6713 2.6534 0.8484  1.0548
7 O -3.1162 2.9211 1.1014  -0.4792
8 C -1.5754 2.6239 -0.7902  -0.3613
9 P -2.0812 4.1611 -1.8104  0.1159
10 S -3.8789 3.7746 -2.5559  -0.3308
11 N -0.2626 1.9069 -1.1174  0.4100
12 C -0.0797 1.0128 -0.0547  -1.5758
13 S 1.4410 -0.0988 -0.1603  1.3543
14 O 1.4567 -0.6544 -1.6357  -0.6091
15 O 1.3825 -1.3437 0.7614  -0.5771
16 C 3.0064 0.9132 0.0311  0.6415
17 F 3.3028 1.4889 -1.3314  -0.2743
18 F 2.7092 2.0528 0.9312  -0.2746
19 C 4.3198 0.0241 0.4517  0.4205
20 F 5.5099 0.7258 -0.1374  -0.2522
21 F 4.3098 -1.3742 -0.0795  -0.2140
22 C 4.5783 -0.0825 2.0733  0.7355
23 F 5.7605 -1.0082 2.2376  -0.2513
24 F 5.0333 1.2259 2.6664  -0.1851
25 F 3.4569 -0.7048 2.8237  -0.1882
26 C -1.2572 1.0920 1.1303  0.9464
27 C -2.3226 -0.1170 0.8283  -0.6355
28 N -3.4289 -0.2690 1.8486  -0.5032
29 C -0.4515 0.7043 2.5136  -0.8439
30 C -1.3006 1.0847 3.8980  0.3095
31 O -2.3054 1.9683 3.9462  -0.3947
32 F -0.9083 0.3274 5.1248  -0.2706
33 H 2.4901 5.1521 0.2811  0.2141
34 H 3.4509 4.8376 1.8872  0.1369
35 H 3.2859 6.5988 1.1937  0.3276
36 H 1.5506 6.9943 2.7089  0.3632
37 H 1.1596 5.2000 3.1358  0.2296
38 H 0.5132 6.0412 0.0501  0.2195
39 H -0.3256 7.1603 1.3135  0.3266
40 H 0.4856 3.5369 1.0652  0.2354
41 H -0.5741 3.4862 2.6759  0.2016
42 H -3.2977 3.9066 1.1025  0.5162
43 H -2.3607 1.8155 -1.1837  0.0718
44 H -2.2431 5.3464 -1.0081  0.1485
45 H -1.2157 4.3085 -2.9524  0.1675
46 H 0.3772 2.0440 -1.9563  0.3799
47 H -1.6940 -1.1311 0.8651  0.2868
48 H -2.8254 -0.0883 -0.2277  0.2518
49 H -4.1691 -0.8480 1.3670  0.3677
50 H -3.8223 0.6448 2.1657  0.2328
51 H 0.6072 1.2330 2.4725  0.4067
52 H -0.2748 -0.4654 2.5765  0.5097
53 C 8.8614 2.8658 5.5031  -0.4009
54 C 9.7915 2.0339 6.1257  -0.4296
55 C 9.7586 0.6580 5.9004  -0.3728
56 C 8.8006 0.1147 5.0439  -0.4897
57 C 7.8729 0.9471 4.4184  0.1388
58 C 7.9000 2.3219 4.6509  -0.3935
59 H 8.8853 3.9376 5.6816  0.3484
60 H 10.5423 2.4581 6.7877  0.3573
61 H 10.4792 0.0093 6.3910  0.3574
62 H 8.7779 -0.9569 4.8644  0.3609
63 H 7.1274 0.5237 3.7496  0.1137
64 H 7.1736 2.9694 4.1678  0.3532
65 C -0.1648 -3.2738 -4.2465  -0.6715
66 C -1.3715 -3.8024 -4.7040  -0.3104
67 C -2.5761 -3.1854 -4.3678  -0.6037
68 C -2.5734 -2.0330 -3.5815  -0.5424
69 C -1.3664 -1.5022 -3.1271  0.0829
70 C -0.1623 -2.1245 -3.4556  -0.4005
71 H 0.7736 -3.7568 -4.5058  0.3979
72 H -1.3731 -4.6965 -5.3224  0.4512
73 H -3.5166 -3.6014 -4.7188  0.3796
74 H -3.5117 -1.5492 -3.3234  0.4194
75 H -1.3643 -0.6031 -2.5157  0.2365
76 H 0.7774 -1.7139 -3.0969  0.6518
77 C -2.1393 -8.5286 -6.5860  -0.3605
78 C -1.4221 -9.0516 -7.6615  -0.3874
79 C -0.0530 -8.8099 -7.7713  -0.3656
80 C 0.6013 -8.0526 -6.7992  -0.4011
81 C -0.1154 -7.5327 -5.7217  -0.2947
82 C -1.4862 -7.7666 -5.6169  -0.4107
83 H -3.2069 -8.7143 -6.5026  0.3577
84 H -1.9307 -9.6475 -8.4152  0.3538
85 H 0.5043 -9.2119 -8.6130  0.3552
86 H 1.6691 -7.8682 -6.8820  0.3567
87 H 0.3949 -6.9439 -4.9634  0.4105
88 H -2.0452 -7.3568 -4.7802  0.3955
89 C -7.6091 0.0526 -0.0261  -0.5909
90 C -8.6875 -0.8066 0.1825  -0.3173
91 C -9.0450 -1.1764 1.4788  -0.4168
92 C -8.3293 -0.6784 2.5680  -0.3885
93 C -7.2533 0.1838 2.3595  -0.4012
94 C -6.8901 0.5462 1.0627  -0.2508
95 H -7.3287 0.3378 -1.0367  0.3794
96 H -9.2494 -1.1891 -0.6660  0.3609
97 H -9.8811 -1.8512 1.6407  0.3635
98 H -8.6108 -0.9625 3.5786  0.3651
99 H -6.6967 0.5731 3.2085  0.3526
100 H -6.0483 1.2136 0.9003  0.5460

=====

Here is a 3-piece molecular cluster, C21H43F2N3O5S overall from the Open Molecules 2025 dataset. Energies are from wB97M-V/def2-TZVPD.

Results
**LUMO**: 0.1 eV
**SMILES string**: CCC[C@@H]1CC[C@@H](N(C(=O)F)C(=O)F)S(=O)(=O)O1.CCN(CC)CC.CCN(CC)CC
**Kohn-Sham gap**: 8.2 eV
**Charge**: 0
**HOMO**: -8.122 eV

Last column: Mulliken charge in e.
Geometry (Å):
1 C 1.5583 -0.9278 -2.3505  -0.8974
2 C 2.5168 -2.1572 -2.1480  -0.4096
3 C 2.1275 -3.4224 -2.9755  -1.1376
4 C 0.6078 -3.7714 -2.8800  0.9791
5 C 0.2605 -4.4722 -1.5229  -0.6723
6 C -1.2585 -4.4497 -1.1528  -0.8629
7 C -2.2356 -4.5161 -2.4107  -0.4468
8 N -3.1794 -3.3785 -2.3874  0.2324
9 C -2.5492 -2.0885 -2.4872  0.2468
10 O -2.3455 -1.4637 -1.5282  -0.3191
11 F -2.2135 -1.5170 -3.6644  -0.2215
12 C -4.3139 -3.5195 -3.2512  0.5869
13 O -5.1814 -2.7452 -3.1534  -0.4298
14 F -4.4610 -4.5195 -4.1336  -0.1882
15 S -1.3824 -4.8181 -4.0213  1.3311
16 O -1.8141 -3.9209 -5.0707  -0.6358
17 O -1.7097 -6.1708 -4.4246  -0.7191
18 O 0.2391 -4.7434 -3.9213  -0.4737
19 H 0.7888 -0.9526 -1.5355  0.1047
20 H 0.9931 -0.9743 -3.3146  0.3546
21 H 2.0624 0.0589 -2.2768  0.3657
22 H 3.5314 -1.8345 -2.4933  0.3677
23 H 2.6099 -2.3431 -1.0564  0.3132
24 H 2.4637 -3.3808 -4.0365  0.3244
25 H 2.6722 -4.2955 -2.5293  0.3213
26 H -0.0392 -2.8795 -3.0723  -0.2099
27 H 0.9024 -4.0818 -0.6952  0.3819
28 H 0.5767 -5.5402 -1.6411  0.3995
29 H -1.4411 -5.3492 -0.5171  0.3002
30 H -1.4621 -3.5754 -0.5019  0.3259
31 H -2.8468 -5.4295 -2.2271  0.6984
32 C -1.0455 4.8227 0.7616  -1.2159
33 C -1.8797 3.6919 0.1746  -0.4578
34 N -1.9680 2.5188 1.0293  0.7201
35 C -2.5578 1.3658 0.3596  -0.6297
36 C -4.0224 1.4630 -0.0750  -1.2245
37 C -2.4343 2.7473 2.3893  -0.7508
38 C -3.8217 3.3718 2.5728  -1.2598
39 H -0.0301 4.4881 0.9849  0.0926
40 H -0.9785 5.6415 0.0421  0.4497
41 H -1.4872 5.2302 1.6728  0.3074
42 H -1.4087 3.3998 -0.7691  0.4036
43 H -2.8730 4.0877 -0.0807  0.2846
44 H -2.4374 0.4822 0.9941  0.3212
45 H -1.9559 1.1546 -0.5308  0.3014
46 H -4.7030 1.3509 0.7686  0.2502
47 H -4.2521 0.6547 -0.7738  0.3995
48 H -4.2467 2.4028 -0.5818  0.2585
49 H -1.7061 3.3841 2.8986  0.3520
50 H -2.3972 1.8041 2.9427  0.4422
51 H -4.0084 4.1891 1.8744  0.2398
52 H -3.9093 3.7807 3.5826  0.4078
53 H -4.6146 2.6329 2.4628  0.3105
54 C 4.4403 0.4711 4.4147  -1.4629
55 C 3.3510 0.6074 3.3591  -0.2277
56 N 2.8468 1.9616 3.2030  0.1653
57 C 1.6496 2.0346 2.3735  -0.7417
58 C 1.7770 1.6483 0.8984  -0.6853
59 C 3.8441 2.9895 2.9436  -0.6781
60 C 4.7212 2.8347 1.6963  -0.9922
61 H 4.0897 0.8171 5.3891  0.3328
62 H 4.7266 -0.5782 4.5140  0.4390
63 H 5.3416 1.0270 4.1503  0.3044
64 H 2.5223 -0.0388 3.6645  0.4275
65 H 3.7319 0.2007 2.4107  0.1965
66 H 1.2307 3.0431 2.4380  0.2165
67 H 0.8903 1.3878 2.8263  0.3199
68 H 2.2588 2.4338 0.3157  0.2078
69 H 0.7811 1.5044 0.4703  0.1989
70 H 2.3298 0.7178 0.7543  0.3401
71 H 4.5016 3.0559 3.8141  0.3967
72 H 3.3502 3.9650 2.9076  0.3209
73 H 5.0627 1.8087 1.5495  0.2369
74 H 5.6106 3.4626 1.7929  0.3768
75 H 4.2025 3.1605 0.7953  0.2952

=====

Here is one molecule with the formula C24H31FN4O3 from the Open Molecules 2025 dataset. Energies are from wB97M-V/def2-TZVPD.

Results
**LUMO**: 0.7 eV
**SMILES string**: CCN(CC(=O)NCc1ccc(F)cc1)C(=O)CN1CCN(c2ccccc2OC)CC1
**Kohn-Sham gap**: 8.4 eV
**Charge**: 0
**HOMO**: -7.724 eV

Last column: Mulliken charge in e.
Geometry (Å):
1 C 3.1178 1.9607 1.7980  -0.9227
2 H 2.2767 1.9260 1.1104  0.0765
3 H 3.2015 2.9708 2.1908  0.4229
4 H 4.0228 1.7257 1.2448  0.3625
5 C 2.9070 0.9830 2.9521  -0.6580
6 N 2.8689 -0.3952 2.5056  0.2302
7 C 1.8274 -1.2530 2.5578  1.1561
8 O 1.9252 -2.3753 2.0682  -0.7721
9 C 0.5218 -0.8686 3.2567  -1.7226
10 N -0.5636 -0.4578 2.3894  0.0374
11 C -0.4255 0.8426 1.7704  0.5420
12 C -1.7829 1.2503 1.2032  -1.4053
13 N -2.2124 0.2828 0.2132  1.2629
14 C -3.2347 0.6767 -0.6604  -0.1371
15 C -4.4308 -0.0241 -0.7742  -0.2113
16 C -5.4050 0.3407 -1.6876  -1.0250
17 C -5.2070 1.4324 -2.5045  -0.7705
18 C -4.0239 2.1501 -2.4152  -0.6219
19 C -3.0372 1.7820 -1.5183  0.8441
20 O -1.8280 2.4355 -1.4182  -0.2649
21 C -1.5534 3.4843 -2.3127  -1.1615
22 H -0.5394 3.8096 -2.0807  0.2451
23 H -2.2404 4.3257 -2.1743  0.4013
24 H -1.5949 3.1478 -3.3537  0.4061
25 H -3.8775 2.9931 -3.0718  0.4075
26 H -5.9587 1.7320 -3.2187  0.3984
27 H -6.3194 -0.2300 -1.7491  0.3864
28 H -4.6142 -0.8720 -0.1342  0.4542
29 C -2.2904 -1.0416 0.7917  -1.5380
30 C -0.9320 -1.4274 1.3765  0.0288
31 H -0.9998 -2.4137 1.8385  0.4726
32 H -0.1889 -1.4761 0.5640  -0.2205
33 H -2.5548 -1.7543 0.0088  0.5063
34 H -3.0398 -1.0908 1.5991  0.3473
35 H -1.7067 2.2322 0.7406  0.5119
36 H -2.5065 1.3001 2.0346  0.2423
37 H -0.1240 1.5737 2.5241  0.5611
38 H 0.3143 0.8337 0.9526  -0.4652
39 H 0.1907 -1.7837 3.7602  0.4776
40 H 0.6639 -0.0985 4.0159  0.5572
41 C 4.1306 -0.9098 1.9845  -1.2998
42 H 4.9451 -0.3052 2.3849  0.4416
43 H 4.2407 -1.9464 2.3167  0.4942
44 C 4.2033 -0.8729 0.4491  0.6935
45 O 4.8380 -0.0282 -0.1526  -0.6705
46 N 3.5244 -1.8743 -0.1251  -0.0791
47 H 2.9326 -2.4449 0.4755  0.3420
48 C 3.3561 -1.9916 -1.5582  -1.2890
49 C 1.9192 -1.7551 -1.9416  0.4121
50 C 1.3469 -0.5072 -1.7184  -0.2291
51 C 0.0212 -0.2668 -2.0274  -0.1041
52 C -0.7254 -1.2982 -2.5688  0.3170
53 C -0.1871 -2.5513 -2.7943  -0.6998
54 C 1.1398 -2.7740 -2.4706  -0.7558
55 H 1.5725 -3.7493 -2.6380  0.3605
56 H -0.8017 -3.3322 -3.2137  0.4545
57 F -2.0164 -1.0800 -2.8976  -0.3765
58 H -0.4385 0.6893 -1.8413  0.5408
59 H 1.9563 0.2825 -1.3028  0.5005
60 H 4.0082 -1.2398 -2.0135  0.4215
61 H 3.6776 -2.9877 -1.8778  0.3897
62 H 1.9804 1.2283 3.4673  0.2460
63 H 3.7301 1.0853 3.6702  0.4479

=====

Here is a 4-piece molecular cluster, C2H13NO3S overall from the Open Molecules 2025 dataset. Energies are from wB97M-V/def2-TZVPD.

Results
**LUMO (alpha / beta)**: 2.4 / 3.1 eV
**Relative energy (zero: lowest compared OMol25 entry of this formula, charge and spin)**: 9.6 kcal per mole
**Spin multiplicity**: 2
**Kohn-Sham gap (alpha / beta)**: 1.6 / 8.8 eV
**Charge**: -1
**HOMO (alpha / beta)**: 0.796 / -5.769 eV
**⟨S²⟩**: 0.7517

Last column: Mulliken charge in e.
Geometry (Å):
1 C -0.1371 -0.3026 -0.0739  -1.3156
2 C -0.5396 -0.7478 1.2664  -0.9420
3 S -0.2516 0.5332 2.6122  -0.1998
4 N -0.7418 -1.1405 -1.1725  -0.7303
5 H 0.9190 -0.2013 -0.1276  0.2590
6 H -0.5428 0.6528 -0.2890  0.7761
7 H 0.0168 -1.6490 1.6598  0.3231
8 H -1.6422 -1.0724 1.3050  0.2313
9 H 0.9212 0.0703 3.2080  0.2923
10 H -0.1897 -0.9721 -2.0660  0.2584
11 H -1.6926 -0.8682 -1.4294  0.2558
12 H 0.2926 2.4644 -1.3393  0.3746
13 H 0.8851 2.7238 -2.6402  0.2848
14 O 0.4949 2.0299 -2.0903  -0.7448
15 H 0.3574 -2.7516 -0.4311  0.3911
16 H 0.7738 -4.2166 -0.3976  0.2943
17 O 0.7067 -3.4305 0.1748  -0.6447
18 H 0.4414 2.3065 0.9124  0.1555
19 H -0.1795 3.6566 0.7059  0.4451
20 O 0.1081 2.9149 0.2123  -0.7641

=====

Here is a 3-piece molecular cluster, C3H9N2S overall from the Open Molecules 2025 dataset. Energies are from wB97M-V/def2-TZVPD.

Results
**LUMO**: 3.4 eV
**Relative energy (zero: lowest compared OMol25 entry of this formula, charge and spin)**: 117.6 kcal per mole
**Kohn-Sham gap**: 7.0 eV
**Charge**: -1
**HOMO**: -3.671 eV

Last column: Mulliken charge in e.
Geometry (Å):
1 C -0.0106 -0.2683 -0.4580  -0.0664
2 C 1.1159 0.6231 -0.0433  -0.6181
3 S 1.7308 1.6578 -1.4203  -0.5221
4 N -0.9997 -0.3601 0.5039  -0.6497
5 C -1.9835 0.5619 0.4508  0.0289
6 N -3.0884 0.5816 1.1261  -0.7171
7 H -0.4757 0.5035 -1.3391  -0.2386
8 H 0.2464 -1.2767 -0.7668  0.3086
9 H 1.8817 0.2333 0.6171  0.3781
10 H 0.6371 1.3890 0.5662  0.2368
11 H -0.3589 1.2859 -1.7446  0.3202
12 H 2.7428 -2.8523 0.4920  -0.1817
13 H -1.6948 1.5201 -0.0240  0.2685
14 H -3.0928 -0.3192 1.5976  0.2671
15 H 3.3497 -3.2795 0.4424  0.1854

=====

Here is a 2-piece molecular cluster, C5H15NO overall from the Open Molecules 2025 dataset. Energies are from wB97M-V/def2-TZVPD.

Results
**LUMO**: 0.8 eV
**SMILES string**: CCNC(C)C.O
**Relative energy (zero: lowest compared OMol25 entry of this formula, charge and spin)**: 24.6 kcal per mole
**Kohn-Sham gap**: 9.9 eV
**Charge**: 0
**HOMO**: -9.041 eV

Last column: Mulliken charge in e.
Geometry (Å):
1 C -1.9867 -1.3797 -1.1444  -1.1502
2 C -2.1305 -0.4482 0.0587  -0.4126
3 N -1.1060 0.6531 0.0254  -0.5768
4 C 0.7038 1.7905 1.2698  -1.4703
5 C -0.1970 0.5765 1.1671  0.8059
6 C 0.6599 -0.6978 1.0846  -1.4888
7 H -2.1392 -2.4241 -0.8708  0.2998
8 H -0.9721 -1.2359 -1.5146  0.3217
9 H -2.6679 -1.1646 -1.9677  0.3330
10 H -3.1020 0.0459 0.0984  0.4765
11 H -2.0331 -1.0405 0.9696  0.2379
12 H -1.6660 1.4914 0.1395  0.2512
13 H 0.4583 2.4935 2.0725  0.3533
14 H 1.7368 1.5356 1.5291  0.3562
15 H 0.7662 2.3806 0.3543  0.3751
16 H -0.7445 0.4804 2.1215  0.2135
17 H 1.1469 -0.9070 2.0456  0.4028
18 H 0.2317 -1.6655 0.8263  0.3607
19 H 1.4959 -0.4790 0.4110  0.3137
20 H 3.3096 -0.3428 -3.3566  0.3188
21 H 4.3180 -0.0023 -2.2576  0.3138
22 O 3.9180 0.3399 -3.0617  -0.6350

=====

Here is an isolated ion of composition C5H8N5 and charge +1 from the Open Molecules 2025 dataset. Energies are from wB97M-V/def2-TZVPD.

Results
**LUMO**: -3.5 eV
**SMILES string**: C=N/C=N/[n+]1cn[nH]c1C
**Relative energy (zero: lowest compared OMol25 entry of this formula, charge and spin)**: 55.8 kcal per mole
**Kohn-Sham gap**: 9.9 eV
**Charge**: +1
**HOMO**: -13.412 eV

Last column: Mulliken charge in e.
Geometry (Å):
1 C -1.4272 1.8723 0.0645  0.2421
2 C -1.8510 -0.2569 -0.0672  0.3933
3 C 3.7616 0.3904 -0.2857  -0.1369
4 C 1.5199 0.9878 -0.1019  0.0271
5 C -1.5867 -1.6773 -0.0607  -1.1049
6 N -2.7549 1.7286 -0.0617  -0.7155
7 N 2.7265 0.7722 0.2932  -0.1860
8 N 0.4954 0.2565 0.1952  -0.9721
9 N -2.9576 0.4027 -0.1866  0.2692
10 N -0.8167 0.7013 0.0387  0.7422
11 H -0.8530 2.7497 0.0852  0.4175
12 H 3.7874 0.1607 -1.2590  0.2818
13 H 4.7902 0.4239 0.1823  0.2377
14 H 1.4125 2.0540 -0.6123  0.2189
15 H -2.0711 -2.2568 -0.9099  0.3435
16 H -0.5628 -2.1096 -0.0487  0.3195
17 H -2.2624 -2.2308 0.6700  0.3277
18 H -3.9206 -0.0211 -0.4360  0.2949

=====

For reference, total energy by record: -20185.9816; -106014.4217; -53450.0732; -40212.2052; -20751.2654; -17068.4278; -8965.2924; -12755.2589 eV.